1.
C32H27BN5O2P2SSe2Sr as an isolated structure. Source: OMol25; level of theory: wB97M-V/def2-TZVPD.

ORCA input file:
```
! RIJCOSX wB97M-V def2-TZVPD def2/J DEFGRID3
* xyz -2 2
Sr 1.65475 1.59142 -3.49591
Se -1.04303 -2.73048 2.31345
P -0.01413 -0.88997 2.30471
C 1.32022 -0.87738 3.53886
C 1.03976 -0.50964 4.84920
C 2.02259 -0.59909 5.82368
C 3.28792 -1.06090 5.49141
C 3.57014 -1.43115 4.18296
C 2.59072 -1.34123 3.20735
C -1.08148 0.50966 2.79946
C -2.36036 0.27043 3.28644
C -3.16871 1.33404 3.66435
C -2.70309 2.63459 3.54366
C -1.42760 2.87648 3.04514
C -0.61515 1.81865 2.67374
C 0.75462 -0.37350 0.78251
C 0.47203 -0.54005 -0.57436
N 1.32948 0.26202 -1.22634
N 2.08570 0.88660 -0.34462
N 1.75641 0.53311 0.87798
P -0.66195 -1.47808 -1.60426
Se -0.43334 -1.08063 -3.67360
C -0.28764 -3.22502 -1.26199
C 1.01306 -3.63428 -1.55106
C 1.38979 -4.95115 -1.35113
C 0.46447 -5.87350 -0.87979
C -0.83083 -5.47034 -0.59636
C -1.20555 -4.14607 -0.77674
C -2.33512 -1.11215 -1.02729
C -2.57963 -0.04322 -0.17764
C -3.88060 0.26851 0.19212
C -4.93589 -0.48639 -0.28672
C -4.69870 -1.53988 -1.16523
C -3.40533 -1.84259 -1.54699
H 0.05222 -0.14892 5.10861
H 1.79930 -0.30487 6.84185
H 4.05728 -1.12747 6.25116
H 4.55885 -1.78116 3.91556
H 2.81783 -1.61181 2.18505
H -2.71628 -0.75151 3.34081
H -4.16756 1.14414 4.03763
H -3.34016 3.46547 3.82240
H -1.07027 3.89148 2.93077
H 0.37504 1.99945 2.27390
H 1.72589 -2.91699 -1.94275
H 2.40457 -5.25771 -1.57078
H 0.75707 -6.90559 -0.72804
H -1.55058 -6.18264 -0.21273
H -2.20333 -3.82851 -0.50835
H -1.76378 0.57791 0.16639
H -4.05777 1.11842 0.83799
H -5.95134 -0.24213 0.00201
H -5.52600 -2.11258 -1.56599
H -3.21943 -2.63086 -2.26696
S 0.06502 1.84907 -7.42142
C 0.77367 1.44354 -6.05842
B 6.81357 0.03210 -3.67305
C 5.30111 0.52352 -3.64904
N 4.20220 0.88206 -3.63457
H 7.52268 1.00979 -3.81888
H 7.04641 -0.51775 -2.61444
H 6.94358 -0.74028 -4.60284
O 1.58914 4.13768 -3.44546
C 0.43235 4.21214 -3.00072
C -0.37490 5.50077 -2.97758
C -1.68257 5.05726 -2.33748
C -1.44220 3.57494 -2.01037
O -2.24742 2.89509 -1.40034
N -0.22807 3.16343 -2.48492
H -0.47242 5.87512 -3.99663
H 0.17109 6.24818 -2.39997
H -2.53952 5.12217 -3.00901
H -1.93878 5.58820 -1.42038
*
```

Lowest unoccupied orbital energy (alpha / beta)   3.714 / 3.714 eV
ΔE to the lowest compared entry with this formula, charge and spin   12.87 kcal per mole
Kohn-Sham gap (alpha / beta)   3.8 / 7.3 eV
E_tot   -206790.49234 eV
⟨S²⟩   0.756

These are the Mulliken partial charges, in e, on atoms 1 to 6: 1.821, -0.428, 1.206, 0.612, -0.524, -0.635

---

2.
C32H28BrGeN2O4Pd as an isolated structure in a non-equilibrium geometry. Source: OMol25; level of theory: wB97M-V/def2-TZVPD.

ORCA input file:
```
! RIJCOSX wB97M-V def2-TZVPD def2/J DEFGRID3
* xyz 0 2
Pd -0.18629 0.34012 -1.95831
Br -5.80346 -3.71044 0.56406
C -4.50035 -2.37202 0.27201
C -3.95765 -2.20692 -0.99162
C -2.98847 -1.23894 -1.19830
C -2.56496 -0.42840 -0.15379
C -3.11012 -0.61434 1.11415
C -4.08092 -1.58292 1.32880
N -1.53026 0.51231 -0.39514
C -1.36754 1.57022 0.34545
C -0.22544 2.41891 0.12155
C 0.07880 3.49899 0.95019
C 1.21055 4.23985 0.68527
C 2.01695 3.89708 -0.40022
C 1.65901 2.80968 -1.17402
N 0.56542 2.09329 -0.92082
H -4.27883 -2.83560 -1.81090
H -2.54882 -1.12763 -2.18192
H -2.74922 -0.03794 1.95660
H -4.49117 -1.73459 2.31792
H -2.06568 1.82080 1.13795
H -0.56011 3.72163 1.79574
H 1.47498 5.07677 1.31947
H 2.91040 4.45780 -0.63711
H 2.25155 2.48968 -2.02240
O 1.11363 0.18794 -3.64013
C 0.73503 -0.97251 -3.99035
O -0.04842 -1.64970 -3.29169
H 1.12288 -1.37657 -4.92876
C 2.94102 -1.77377 -1.89855
Ge 1.49031 -1.11333 -0.78430
C 0.68379 -2.68177 0.05257
C 1.30997 -3.23401 1.17390
C 0.77003 -4.34440 1.81122
C -0.41254 -4.90682 1.34402
C -1.04480 -4.36675 0.23257
C -0.49654 -3.26266 -0.41160
C 2.36424 -0.04526 0.62245
C 3.65071 0.37138 0.38046
C 4.33341 1.24987 1.25749
C 3.70810 1.72740 2.36804
C 2.37669 1.33544 2.66644
C 1.71022 1.83870 3.81300
C 0.43492 1.45432 4.10834
C -0.23631 0.53914 3.26552
C 0.37774 0.04796 2.14839
C 1.70404 0.43292 1.80397
H 3.66412 -2.24919 -1.23243
H 3.42925 -0.99099 -2.47664
H 2.54141 -2.52500 -2.57876
H 2.21820 -2.78529 1.56616
H 1.26506 -4.76453 2.67891
H -0.84051 -5.76460 1.84839
H -1.96624 -4.80398 -0.13429
H -0.98467 -2.85753 -1.29063
H 4.16936 0.03084 -0.50897
H 5.35146 1.54573 1.03426
H 4.21541 2.41047 3.04135
H 2.23783 2.53444 4.45646
H -0.05913 1.83641 4.99302
H -1.23774 0.21068 3.51904
H -0.14694 -0.65825 1.51748
C -2.88598 3.25424 -3.50431
O -1.93447 2.54145 -2.69307
C -1.53254 1.33634 -3.15083
O -1.91449 0.86767 -4.18271
H -3.53348 3.78555 -2.81286
H -3.45431 2.56913 -4.12486
H -2.34811 3.96152 -4.13231
*
```

Lowest unoccupied orbital energy (alpha / beta)   -1.208 / -1.180 eV
ΔE to the lowest compared entry with this formula, charge and spin   0.00 kcal per mole
Kohn-Sham gap (alpha / beta)   5.7 / 5.8 eV
E_tot   -174846.61989 eV
⟨S²⟩   0.755

These are the natural (NBO) partial charges, in e, on atoms 1 to 6: 0.936, 0.071, -0.080, -0.219, -0.203, 0.177

---

3.
C32H28Cl2CoN2P2S as an isolated structure in a non-equilibrium geometry. Source: OMol25; level of theory: wB97M-V/def2-TZVPD.

ORCA input file:
```
! RIJCOSX wB97M-V def2-TZVPD def2/J DEFGRID3
* xyz 3 5
Co 1.42434 0.20835 -0.94073
N 0.17214 -0.47962 1.55356
P -0.14265 1.00599 0.75687
C -0.21804 2.17411 2.13102
C -1.08088 3.26823 2.03905
C -1.19382 4.14052 3.10699
C -0.45023 3.93161 4.26195
C 0.43260 2.86133 4.34166
C 0.56258 1.98892 3.27482
C -1.85775 0.90457 0.15925
C -2.82840 0.27790 0.93756
C -4.12973 0.20584 0.46829
C -4.46505 0.77560 -0.75422
C -3.50315 1.42462 -1.51469
C -2.19090 1.47862 -1.06485
P 0.87182 -1.66627 0.57099
C -0.46868 -2.65300 -0.15820
C -0.41904 -2.98219 -1.50974
C -1.43443 -3.74572 -2.06934
C -2.49217 -4.16783 -1.27498
C -2.52881 -3.85326 0.07876
C -1.51581 -3.10026 0.64878
C 1.61799 -2.81801 1.75025
C 2.02362 -2.39824 3.03370
C 2.44809 -3.33595 3.94032
C 2.53667 -4.70178 3.56080
C 2.16906 -5.11796 2.27280
C 1.73434 -4.18918 1.36448
H -0.13105 -0.64749 2.50558
H -1.67845 3.41611 1.14777
H -1.87122 4.98126 3.04367
H -0.55342 4.60544 5.10152
H 1.02791 2.71574 5.23298
H 1.27920 1.17792 3.32939
H -2.58567 -0.12448 1.91354
H -4.88476 -0.28354 1.06968
H -5.48417 0.71711 -1.11262
H -3.77550 1.88491 -2.45512
H -1.42665 1.97404 -1.65520
H 0.42400 -2.65615 -2.11133
H -1.40015 -4.01437 -3.11684
H -3.29249 -4.75030 -1.71173
H -3.34437 -4.20289 0.69836
H -1.53626 -2.87133 1.70778
H 1.99376 -1.35362 3.31188
H 2.72110 -3.03021 4.94216
H 2.92339 -5.42679 4.26780
H 2.23342 -6.16082 1.99279
H 1.45349 -4.49809 0.36487
Cl 3.31136 -1.27638 -2.13470
C 4.49275 -0.15591 -1.43216
Cl 3.58134 1.02312 -0.45242
H 5.01058 0.36990 -2.22687
H 5.17545 -0.69442 -0.78535
S -0.37946 0.96659 -5.02931
C 0.08270 0.17483 -3.59939
N 0.74379 0.89146 -2.72365
C 0.91115 2.20251 -3.17343
C 1.53076 3.25384 -2.49457
C 1.59610 4.48898 -3.10633
C 1.05012 4.69673 -4.37623
C 0.41869 3.67327 -5.05588
C 0.35325 2.42750 -4.44073
H -0.16470 -0.86401 -3.43697
H 1.94098 3.10451 -1.50484
H 2.07678 5.31062 -2.59297
H 1.11278 5.67505 -4.83206
H -0.01026 3.84237 -6.03421
*
```

Lowest unoccupied orbital energy (alpha / beta)   -8.967 / -12.946 eV
ΔE to the lowest compared entry with this formula, charge and spin   0.00 kcal per mole
Kohn-Sham gap (alpha / beta)   7.4 / 3.4 eV
E_tot   -128677.80826 eV
⟨S²⟩   6.027

These are the natural (NBO) partial charges, in e, on atoms 1 to 6: 1.222, -1.257, 1.006, -0.329, -0.205, -0.184

---

What did the third record say?
C32H28Cl2CoN2P2S as an isolated structure in a non-equilibrium geometry. Source: OMol25; level of theory: wB97M-V/def2-TZVPD.

ORCA input file:
```
! RIJCOSX wB97M-V def2-TZVPD def2/J DEFGRID3
* xyz 3 5
Co 1.42434 0.20835 -0.94073
N 0.17214 -0.47962 1.55356
P -0.14265 1.00599 0.75687
C -0.21804 2.17411 2.13102
C -1.08088 3.26823 2.03905
C -1.19382 4.14052 3.10699
C -0.45023 3.93161 4.26195
C 0.43260 2.86133 4.34166
C 0.56258 1.98892 3.27482
C -1.85775 0.90457 0.15925
C -2.82840 0.27790 0.93756
C -4.12973 0.20584 0.46829
C -4.46505 0.77560 -0.75422
C -3.50315 1.42462 -1.51469
C -2.19090 1.47862 -1.06485
P 0.87182 -1.66627 0.57099
C -0.46868 -2.65300 -0.15820
C -0.41904 -2.98219 -1.50974
C -1.43443 -3.74572 -2.06934
C -2.49217 -4.16783 -1.27498
C -2.52881 -3.85326 0.07876
C -1.51581 -3.10026 0.64878
C 1.61799 -2.81801 1.75025
C 2.02362 -2.39824 3.03370
C 2.44809 -3.33595 3.94032
C 2.53667 -4.70178 3.56080
C 2.16906 -5.11796 2.27280
C 1.73434 -4.18918 1.36448
H -0.13105 -0.64749 2.50558
H -1.67845 3.41611 1.14777
H -1.87122 4.98126 3.04367
H -0.55342 4.60544 5.10152
H 1.02791 2.71574 5.23298
H 1.27920 1.17792 3.32939
H -2.58567 -0.12448 1.91354
H -4.88476 -0.28354 1.06968
H -5.48417 0.71711 -1.11262
H -3.77550 1.88491 -2.45512
H -1.42665 1.97404 -1.65520
H 0.42400 -2.65615 -2.11133
H -1.40015 -4.01437 -3.11684
H -3.29249 -4.75030 -1.71173
H -3.34437 -4.20289 0.69836
H -1.53626 -2.87133 1.70778
H 1.99376 -1.35362 3.31188
H 2.72110 -3.03021 4.94216
H 2.92339 -5.42679 4.26780
H 2.23342 -6.16082 1.99279
H 1.45349 -4.49809 0.36487
Cl 3.31136 -1.27638 -2.13470
C 4.49275 -0.15591 -1.43216
Cl 3.58134 1.02312 -0.45242
H 5.01058 0.36990 -2.22687
H 5.17545 -0.69442 -0.78535
S -0.37946 0.96659 -5.02931
C 0.08270 0.17483 -3.59939
N 0.74379 0.89146 -2.72365
C 0.91115 2.20251 -3.17343
C 1.53076 3.25384 -2.49457
C 1.59610 4.48898 -3.10633
C 1.05012 4.69673 -4.37623
C 0.41869 3.67327 -5.05588
C 0.35325 2.42750 -4.44073
H -0.16470 -0.86401 -3.43697
H 1.94098 3.10451 -1.50484
H 2.07678 5.31062 -2.59297
H 1.11278 5.67505 -4.83206
H -0.01026 3.84237 -6.03421
*
```

Lowest unoccupied orbital energy (alpha / beta)   -8.967 / -12.946 eV
ΔE to the lowest compared entry with this formula, charge and spin   0.00 kcal per mole
Kohn-Sham gap (alpha / beta)   7.4 / 3.4 eV
E_tot   -128677.80826 eV
⟨S²⟩   6.027

These are the natural (NBO) partial charges, in e, on atoms 1 to 6: 1.222, -1.257, 1.006, -0.329, -0.205, -0.184